C5H13N2S | the ωB97M-V functional and the def2-TZVPD basis

Properties
relative energy (zero: lowest compared OMol25 entry of this formula, charge and spin): 59.7 kcal/mol
LUMO energy: 3.3657 eV
structure (SMILES): C[C@H](C[S-])NCCN
E_HOMO: -2.4342 eV
orbital gap: 5.7999 eV
total charge: -1

```
21
Properties=species:S:1:pos:R:3:forces:R:3
C -1.5216 -1.4094 -0.5555 -1.0 0.3 0.0
C -1.0923 -0.0221 -0.0734 0.5 -1.2 0.6
C -2.1978 0.9921 -0.2998 0.0 -0.2 -0.5
S -3.7966 0.5730 0.4619 0.0 0.0 0.1
N 0.1892 0.4033 -0.7115 -1.0 0.1 0.5
C 1.3548 -0.4117 -0.4542 0.8 0.7 0.0
C 2.2746 -0.0984 0.8078 3.1 -2.1 -1.3
N 2.2807 1.2862 1.4364 -2.9 -3.1 -1.0
H -2.2217 -1.3482 -1.3954 0.4 0.1 -0.3
H -2.1767 -1.7896 0.2303 0.3 -0.3 0.0
H -0.7053 -2.0929 -0.7843 0.0 0.0 0.1
H -0.9520 -0.1887 1.0128 0.1 0.5 0.0
H -1.8887 1.9942 0.0174 0.2 0.0 0.0
H -2.2907 0.9804 -1.3963 -0.1 0.4 0.1
H 0.3109 1.3447 -0.3537 0.4 0.2 -0.4
H 1.1090 -1.4665 -0.3623 -0.2 0.0 -0.2
H 2.0136 -0.3061 -1.3227 0.0 -0.1 0.0
H 3.2779 -0.2747 0.3997 0.1 -0.3 0.2
H 2.1041 -0.9169 1.5063 -0.1 0.6 0.7
H 2.6476 1.8482 0.6729 -0.6 0.3 -0.1
H 1.2810 0.9030 1.1634 0.2 4.3 1.6
```
Forces are in eV/Å.

Atomic partial charges in e from the Mulliken method, atoms 1 to 8: -1.258, 0.481, -0.984, -0.634, -0.530, -0.425, -0.751, -0.739

C29H45FInP2 | the ωB97M-V functional and the def2-TZVPD basis

Properties
relative energy (zero: lowest compared OMol25 entry of this formula, charge and spin): 0.0 kcal/mol
LUMO energy (spin up / spin down): -4.4629 / -6.1769 eV
E_HOMO (spin up / spin down): -9.8172 / -9.8110 eV
orbital gap (spin up / spin down): 5.3542 / 3.6340 eV
total charge: +1

```
78
Properties=species:S:1:pos:R:3:forces:R:3
In 2.1968 -0.8739 1.6663 -0.9 -0.1 0.3
C -1.9625 -1.1522 3.6036 0.7 -0.2 0.2
C -1.6016 -2.2529 2.7848 -0.9 0.6 0.6
C 0.1703 -1.7959 4.1735 0.8 -1.4 -1.8
C -0.8549 -0.8507 4.4327 -1.6 0.3 -0.4
C -0.2782 -2.6504 3.1333 1.9 1.1 0.9
C -3.3012 -0.5262 3.6585 -0.5 0.3 0.0
H -3.7343 -0.3978 2.6584 0.1 0.0 0.2
H -3.2535 0.4557 4.1428 -0.1 -0.2 -0.2
H -4.0023 -1.1450 4.2414 0.1 0.2 -0.1
C -0.7581 0.2336 5.4341 -0.3 0.2 0.2
H -1.7352 0.7090 5.5746 0.3 0.0 0.1
H -0.0426 1.0033 5.1108 -0.1 -0.1 0.2
H -0.4174 -0.1523 6.4067 0.0 0.1 -0.2
C 1.4510 -1.8708 4.9144 0.3 -0.2 0.4
H 1.2594 -1.9714 5.9974 0.1 0.1 -0.3
H 2.0556 -0.9604 4.7806 -0.1 -0.1 0.1
H 2.0576 -2.7327 4.6101 -0.1 0.2 0.0
C 0.4468 -3.8069 2.5561 0.1 -0.9 -0.1
H 0.3022 -4.7021 3.1882 0.1 0.2 -0.3
H 1.5328 -3.6448 2.4681 -0.4 -0.1 0.1
H 0.0563 -4.0433 1.5554 0.2 0.0 0.3
C -2.4807 -2.9832 1.8478 -0.5 -0.1 -0.3
H -2.6187 -4.0308 2.1684 0.1 0.3 -0.1
H -2.0683 -3.0070 0.8266 0.0 0.0 0.2
H -3.4787 -2.5276 1.8018 0.3 -0.1 0.0
C -1.6240 1.8935 -0.0327 -0.3 -0.3 -0.2
C -2.6208 1.0281 0.1815 -0.5 0.9 0.3
C -3.1651 -0.0823 -0.6619 0.3 -0.3 -0.6
C -2.4325 -0.4190 -1.9947 -1.5 0.0 0.2
C -1.0835 -0.9878 -1.8428 1.7 0.0 0.1
C 0.1059 -0.3735 -1.6824 0.2 -0.9 1.5
C 0.4503 1.0157 -1.2081 -0.4 0.4 -1.0
C -0.7424 1.9737 -1.2454 -0.1 0.8 0.5
H -4.2219 0.1030 -0.9234 0.3 0.1 0.3
H -2.4753 0.4387 -2.6917 0.1 -0.4 0.5
H -3.1717 -0.9791 -0.0269 -0.1 0.0 -0.2
H -1.3284 1.8428 -2.1647 0.5 -0.1 0.8
H -1.4636 2.7029 0.6708 -0.2 -0.2 0.3
H -3.2580 1.2372 1.0520 0.4 -0.2 -0.1
H -0.3698 3.0078 -1.3106 0.0 -0.2 0.1
H 0.8438 0.9881 -0.1697 -0.1 -0.1 -0.3
H 1.0080 -1.0058 -1.6979 -0.7 0.0 0.1
H 1.2814 1.4210 -1.8228 -0.3 -0.2 0.2
H -3.0351 -1.2106 -2.4725 0.0 0.3 0.1
H -1.0306 -2.0788 -1.9211 0.0 0.3 -0.3
P -0.6916 1.3808 -4.2269 0.1 0.0 -1.1
C -0.8977 3.1175 -4.7815 -0.1 0.1 -0.1
C -1.8193 0.6134 -5.4690 -0.1 0.1 -0.1
P 1.7017 -0.5824 -4.2659 0.2 0.4 -1.5
C 0.9795 1.0221 -4.9066 0.0 -0.1 -0.1
C 0.9171 -1.6659 -5.5509 0.1 -0.3 0.3
C 3.3139 -0.4243 -5.1455 0.1 -0.1 0.1
H -0.0707 3.7305 -4.4078 -0.2 0.0 -0.1
H -1.8386 3.5117 -4.3751 0.2 0.0 -0.1
H -0.9311 3.1623 -5.8775 0.1 0.2 0.2
H -1.7156 1.1324 -6.4324 -0.1 -0.3 0.1
H -2.8528 0.7384 -5.1130 0.3 0.0 -0.2
H -1.6344 -0.4568 -5.5991 -0.1 0.2 0.0
H 3.1630 -0.2047 -6.2116 0.1 -0.1 0.3
H 3.8541 -1.3736 -5.0285 0.0 0.3 -0.1
H 3.8899 0.3801 -4.6756 0.1 -0.2 -0.2
H 1.6559 1.8421 -4.6061 -0.3 -0.2 -0.1
H 0.9221 0.9864 -6.0107 0.3 0.1 0.3
H 1.4827 -2.6071 -5.5766 -0.2 0.1 -0.1
H 0.9634 -1.1948 -6.5443 0.0 -0.1 0.3
H -0.1204 -1.8942 -5.2905 0.2 0.0 -0.1
F 4.6440 4.2328 4.3785 -0.7 -1.2 -0.5
C 4.0429 3.0975 3.8900 0.5 0.8 0.5
C 4.8566 2.0891 3.4006 -0.2 -0.6 -0.2
C 4.2384 0.9322 2.8971 -0.1 0.5 0.1
C 2.8405 0.8273 2.8818 0.6 0.5 0.0
C 2.0408 1.8541 3.3872 0.1 0.4 0.1
C 2.6566 3.0118 3.9183 -0.4 -0.6 -0.3
H 5.9401 2.1801 3.3888 -0.3 0.1 0.1
H 4.8563 0.1274 2.4975 0.0 0.2 0.1
H 0.9420 1.7663 3.3566 0.7 0.2 0.0
H 2.0635 3.8288 4.3270 0.2 -0.2 -0.1
```
Forces are in eV/Å.

Atomic partial charges in e from the Mulliken method, atoms 1 to 8: 0.549, 0.394, 0.861, 0.575, 0.361, 0.423, -1.682, 0.257

C19H46N2O5 | the ωB97M-V functional and the def2-TZVPD basis

Properties
relative energy (zero: lowest compared OMol25 entry of this formula, charge and spin): 294.6 kcal/mol
LUMO energy: 0.2672 eV
E_HOMO: -8.1773 eV
orbital gap: 8.4445 eV

```
72
Properties=species:S:1:pos:R:3:forces:R:3
C -0.4254 3.4827 -3.0379 -0.6 -1.0 -1.9
O 0.0869 2.1771 -3.1151 2.3 3.8 -5.2
H -1.0792 3.5187 -3.9092 -0.7 0.7 0.0
H -1.0414 3.5039 -2.1389 0.2 1.9 -1.4
H 0.2811 4.2864 -3.2451 0.4 0.0 0.8
H -0.2411 1.6712 -2.3680 0.1 0.1 -0.6
O -1.1146 -1.4302 -2.4420 -0.1 -0.1 0.1
H -0.7397 -2.2817 -2.6673 0.2 -0.3 0.0
H -1.3678 -1.0494 -3.2829 -0.2 0.2 -0.4
O -0.2438 0.9929 -1.4649 3.8 -4.7 2.0
H -0.2033 0.0843 -1.7633 0.1 -0.3 -0.5
H -1.0264 1.0303 -0.9151 -2.1 -0.5 1.3
C -3.0568 1.5643 -2.4331 -0.2 0.3 0.4
C -3.2243 1.3275 -0.8941 -2.3 1.0 -2.1
C -3.7010 -0.1100 -0.6214 0.1 -1.0 1.9
C -3.5407 -0.4833 0.8603 1.1 0.3 1.2
C -2.0880 -0.2120 1.3718 -0.4 1.8 -0.4
C -1.6089 1.2543 1.1332 -0.4 1.5 1.5
N -1.9412 1.6495 -0.2725 -3.0 -1.8 3.6
O -1.5351 2.8868 -0.5740 -0.2 1.9 1.1
C -2.2142 2.2697 2.1388 -0.4 -0.4 0.4
C -0.0687 1.3191 1.5232 -3.5 2.8 -0.5
C -4.4835 2.3033 -0.5485 1.8 -1.0 0.6
H -3.9226 1.1289 -2.9319 0.3 -0.4 -0.1
H -2.0845 1.2885 -2.8414 -0.4 -0.5 -0.1
H -3.1491 2.6254 -2.6643 0.1 0.1 0.2
H -4.7742 -0.2104 -0.7833 0.0 0.3 -0.6
H -3.2204 -0.9683 -1.0909 0.4 0.7 -0.9
H -3.7707 -1.5149 1.1265 0.0 -0.3 -0.7
H -4.2785 0.0210 1.4844 0.2 0.6 0.1
H -1.2980 -0.7817 0.8825 -0.6 -0.7 0.0
H -1.9922 -0.3033 2.4537 -0.1 -0.5 0.0
H -3.3031 2.2446 2.1821 -0.1 0.1 -0.2
H -1.8713 2.0499 3.1498 0.0 -0.4 0.1
H -1.8676 3.2961 2.0182 -0.1 -0.1 -0.7
H 0.2739 2.2231 2.0268 -0.4 0.2 0.0
H 0.2325 0.4228 2.0653 -3.1 2.0 2.4
H 0.6309 1.1125 0.7133 -2.5 3.7 -2.1
H -4.2146 3.3514 -0.6799 0.3 -0.1 0.4
H -4.7103 2.0231 0.4802 -0.6 0.7 0.0
H -5.3376 2.1554 -1.2093 0.2 -0.5 0.0
H -0.7244 2.7371 -1.0659 0.6 0.1 0.5
C 3.0489 -4.4518 0.1516 0.5 0.3 0.4
C 2.9851 -2.9062 0.0926 1.3 0.6 0.3
C 1.6428 -2.4516 -0.5679 -0.3 1.0 1.4
C 1.1499 -0.9636 -0.3188 0.1 -1.4 0.6
C 1.2612 -0.5835 1.1579 5.9 -4.9 -0.3
C 2.7011 -0.9828 1.7441 -0.7 0.7 1.2
N 3.1673 -2.3726 1.5163 -3.1 0.0 -1.5
O 4.4093 -2.6320 2.0519 0.4 -0.5 0.2
C 3.6793 0.1047 1.2756 0.1 -0.7 0.1
C 2.6456 -0.7620 3.3081 0.3 -1.1 0.9
C 4.1325 -2.4486 -0.8336 -0.3 -0.1 -1.4
H 4.0890 -4.7756 0.1880 0.1 0.1 0.1
H 2.6029 -4.8046 1.0815 -0.4 -0.1 -0.2
H 2.6532 -4.9517 -0.7325 -0.4 0.2 0.0
H 1.7596 -2.6979 -1.6233 -0.3 0.1 0.0
H 0.8548 -3.0571 -0.1201 -0.1 -0.3 -0.2
H 1.5730 -0.2290 -1.0040 0.6 -0.1 0.4
H 0.0796 -0.8444 -0.4870 0.3 -1.1 -0.2
H 0.5442 -1.0585 1.8276 -0.2 -0.9 -0.5
H 1.0253 0.4708 1.3023 5.5 -4.3 -0.1
H 3.1948 0.9776 1.7130 0.8 0.6 -0.5
H 3.9048 0.1349 0.2096 -0.7 0.4 0.0
H 4.6592 -0.0918 1.7108 0.1 0.5 0.5
H 3.5615 -1.0902 3.7996 0.8 0.5 -0.5
H 2.0444 -1.4176 3.9381 -1.1 -0.5 -0.9
H 2.4009 0.2068 3.7438 0.1 0.5 -0.8
H 3.8739 -2.7833 -1.8382 -0.3 -0.3 -0.2
H 4.2065 -1.3758 -1.0117 0.2 0.0 0.5
H 5.1146 -2.9140 -0.7499 0.0 0.2 0.9
H 4.9939 -1.9052 1.8246 0.4 0.3 -0.4
```
Forces are in eV/Å.

Atomic partial charges in e from the Mulliken method, atoms 1 to 8: -0.723, -0.695, 0.255, 0.468, 0.251, 1.103, -0.550, 0.234

H4S4 | the ωB97M-V functional and the def2-TZVPD basis

Properties
relative energy (zero: lowest compared OMol25 entry of this formula, charge and spin): 13.5 kcal/mol
LUMO energy (spin up / spin down): -5.5781 / -9.0713 eV
2S+1: 2
E_HOMO (spin up / spin down): -11.7698 / -11.6860 eV
orbital gap (spin up / spin down): 6.1917 / 2.6147 eV
total charge: +1

```
8
Properties=species:S:1:pos:R:3:forces:R:3
S -3.3702 1.2775 -1.2059 0.0 0.0 -0.4
S -1.6785 1.0777 -0.0544 0.2 -0.3 0.4
H -3.6106 -0.0284 -1.4148 -0.1 0.1 0.2
H -0.9409 0.2713 -0.8374 0.0 0.2 -0.3
S 2.6425 0.2450 1.6074 0.3 -0.3 0.0
S 3.3802 -1.2449 0.4681 -0.1 0.6 0.3
H 1.3420 -0.1221 1.6196 0.0 0.0 -0.2
H 2.2354 -1.4760 -0.1826 -0.2 -0.3 -0.1
```
Forces are in eV/Å.

Partial charges, Mulliken, in e: -0.151, -0.123, 0.176, 0.128, 0.195, 0.196, 0.292, 0.287

C6H15N | the ωB97M-V functional and the def2-TZVPD basis

Properties
relative energy (zero: lowest compared OMol25 entry of this formula, charge and spin): 142.8 kcal/mol
LUMO energy: -1.3853 eV
E_HOMO: -7.9683 eV
orbital gap: 6.5830 eV

```
22
Properties=species:S:1:pos:R:3:forces:R:3
C 2.4876 -0.0098 0.8819 0.8 0.1 -1.2
N 1.4285 0.4579 0.0046 -1.6 -1.2 1.7
C 0.4970 -0.5255 -0.3646 1.3 2.7 -2.5
C -0.8656 0.1093 -0.5764 -0.4 0.4 -0.3
C -1.4130 0.8170 0.6738 0.6 0.3 -0.4
C -2.9259 1.0080 0.6386 0.3 0.7 0.4
C 0.9623 -1.4608 -1.4770 0.0 -0.9 0.7
H 3.1414 0.8371 1.0759 0.0 -0.1 0.3
H 2.0756 -0.3979 1.8300 0.0 0.3 -0.1
H 3.1117 -0.8131 0.4522 -0.1 0.0 0.1
H 0.6058 -1.0273 0.6467 -1.7 -2.0 1.3
H -0.5274 -1.8747 0.6971 1.5 0.9 0.2
H -1.5967 -0.6224 -0.9169 0.0 -0.1 -0.1
H -0.7357 0.8517 -1.3815 -0.1 -0.3 0.1
H -0.8883 1.7812 0.7686 -0.3 -0.3 0.0
H -1.1024 0.2356 1.5443 -0.2 -0.1 0.2
H -3.2481 1.5775 -0.2380 0.1 -0.1 0.0
H -3.4572 0.0689 0.6642 -0.1 -0.4 -0.1
H -3.2421 1.5816 1.5193 0.0 -0.1 -0.2
H 1.0070 -0.9567 -2.4395 -0.3 0.2 0.1
H 1.9769 -1.8096 -1.2703 -0.1 -0.2 0.0
H 0.2738 -2.3202 -1.5186 0.3 0.2 -0.1
```
Forces are in eV/Å.

Atomic partial charges in e from the Mulliken method, atoms 1 to 8: -0.855, -0.444, 0.608, -0.977, -0.216, -1.325, -1.217, 0.309

C13H15ClFNO | the ωB97M-V functional and the def2-TZVPD basis

Properties
relative energy (zero: lowest compared OMol25 entry of this formula, charge and spin): 0.0 kcal/mol
LUMO energy: 0.7974 eV
structure (SMILES): C=C(F)COc1ccc(Cl)cc1[C@H]1C[C@@H]1CN
E_HOMO: -8.6964 eV
orbital gap: 9.4938 eV

```
32
Properties=species:S:1:pos:R:3:forces:R:3
C 0.2388 3.3292 1.4863 2.5 -0.5 -1.2
C 1.4936 3.1443 0.9614 -3.6 0.2 1.7
F 2.2405 4.2851 0.8502 0.4 -1.4 -0.4
C 2.0494 1.7922 0.5000 0.4 0.9 -0.3
O 1.0508 0.7677 0.5749 -0.1 1.9 0.5
C 1.4064 -0.4879 0.2473 0.5 -1.6 -0.8
C 2.5327 -1.1203 0.7680 -0.4 -1.3 -0.4
C 2.7987 -2.4638 0.4349 0.4 1.1 0.2
C 2.0177 -3.1429 -0.4675 0.0 0.0 0.4
Cl 2.3964 -4.7909 -0.8179 0.1 -0.3 -0.2
C 0.9161 -2.5490 -1.0137 -1.0 2.0 0.0
C 0.5858 -1.1985 -0.6485 -0.9 -1.2 -1.0
C -0.6792 -0.4952 -1.1706 0.6 -0.4 0.1
C -1.9243 -1.1554 -1.7787 0.4 -0.2 1.2
C -1.9670 -0.6041 -0.3658 0.7 1.0 -0.2
C -2.6391 0.7296 -0.0498 -0.8 -1.2 0.1
N -3.8564 0.4072 0.7001 0.0 0.7 0.4
H -0.4506 2.4995 1.5862 0.2 0.1 0.1
H -0.0554 4.3386 1.7414 -0.1 -0.1 0.1
H 2.9618 1.5341 1.0462 -0.2 0.0 0.2
H 2.3673 1.9499 -0.5345 0.0 -0.3 -0.2
H 3.1370 -0.6368 1.5025 0.4 0.3 0.3
H 3.6556 -2.9921 0.8103 0.2 0.1 0.4
H 0.3150 -3.0821 -1.7477 0.0 0.2 0.2
H -0.3733 0.4834 -1.5692 -0.7 -0.2 0.3
H -2.5910 -0.6452 -2.4595 0.5 0.2 -0.4
H -1.9096 -2.2395 -1.8745 -0.1 0.2 0.0
H -2.0439 -1.3034 0.4715 0.4 0.2 -0.3
H -2.0138 1.3372 0.6103 0.1 -0.1 -0.3
H -2.8630 1.2820 -0.9713 0.3 0.1 -0.1
H -4.3384 1.2673 0.9752 -0.1 -0.7 -0.3
H -4.4585 -0.2403 0.2026 -0.1 0.4 0.0
```
Forces are in eV/Å.

Atomic partial charges in e from the Mulliken method, atoms 1 to 8: -0.806, 0.370, -0.289, -0.337, -0.193, 0.227, -0.457, -0.792